The following is a quantum chemistry calculation of a molecular structure, C21H35BHfO2P2 in a non-equilibrium geometry, from the OMol25 dataset.

Its net charge is +2. The highest occupied orbital energy (alpha / beta) is -11.099 / -11.098 eV. Its strongest force on any atom is 0.0915 Eh/bohr. The energy above the lowest of the compared OMol25 structures with the same formula, charge and spin is 0.745 eV. The gap between HOMO and LUMO (alpha / beta) is 3.62 / 3.62 eV. The value obtained for the total energy is -46978.8294 eV.

Positions of all 62 atoms, in Å:
Hf -2.3188 -0.9973 -1.2078
P 2.9759 1.0517 -0.8247
P -0.1642 3.4238 0.0744
O -2.7839 -2.9724 1.6427
O -1.6211 -3.8591 -0.2074
C -2.8148 -6.9912 1.1563
C 3.8008 0.5721 -2.3424
C -1.1607 1.0071 -0.3356
C 4.4083 1.3502 0.2772
C 1.4019 1.0354 1.7280
C 2.4403 2.8126 -1.1580
C -0.8365 1.9534 0.8559
C 1.6502 3.6599 -0.1037
C -1.9716 -4.8291 0.6408
C -0.1196 1.1843 1.9782
C -1.9788 -6.1852 0.3727
C 1.9611 -0.2331 1.3310
C 0.7494 -0.8466 -0.7420
C -4.0188 -1.6771 -2.4078
C 0.0471 0.4704 -1.1189
C -3.2559 -5.1421 2.6669
C 2.2211 -0.4968 -0.0589
C -0.8012 3.8105 -1.5636
C -0.6477 4.7543 1.2118
C -3.4254 -6.4849 2.2966
C -2.6291 -4.3079 1.7701
B -2.2549 -2.6199 0.3416
H -0.7380 4.9066 -1.6805
H 0.7766 1.3021 -1.1002
H -3.6599 -4.7634 3.6003
H 1.9944 1.4511 2.5724
H -0.6213 0.2047 2.0788
H -1.7913 2.3180 1.2690
H -1.8497 1.5346 -1.0355
H 1.5789 1.7250 0.8888
H -1.4212 -6.5912 -0.4706
H -4.2765 -0.9546 -3.2102
H -4.0329 -7.1363 2.9207
H -0.2376 1.7449 2.9154
H 3.4060 3.3257 -1.3011
H -1.8530 3.5053 -1.6576
H 5.1672 1.8989 -0.3084
H 3.9130 -0.5208 -2.3577
H -0.2115 0.4224 -2.1989
H 0.9742 -1.3930 -1.6746
H 1.9350 2.8248 -2.1392
H 2.9036 -1.3394 -0.2436
H -4.9383 -1.8397 -1.8090
H -0.4436 5.7273 0.7456
H 1.7552 4.7182 -0.4140
H 4.1622 1.9346 1.1757
H 4.8394 0.3856 0.5845
H -1.7225 4.6824 1.4382
H 3.2333 0.9203 -3.2134
H 4.7941 1.0432 -2.3304
H -0.2044 3.3381 -2.3578
H 2.1273 3.6163 0.8964
H -2.9648 -8.0344 0.8652
H -3.8007 -2.6448 -2.9013
H 2.2839 -0.9413 2.0975
H -0.0820 4.6856 2.1550
H 0.1516 -1.4999 -0.0728

The following is a quantum chemistry calculation of 2 unconnected molecules or ions with the total composition C10H14N2O2 in a non-equilibrium geometry, from the OMol25 dataset.

The highest occupied orbital energy is -8.393 eV. Its strongest force on any atom is 0.0860 Eh/bohr. The energy above the lowest of the compared OMol25 structures with the same formula, charge and spin is 3.292 eV. Its SMILES is O=C1O[C@H]1c1ccc[nH]1.CNC1CC1. The gap between HOMO and LUMO is 9.00 eV. The value obtained for the total energy is -17667.7974 eV.

Positions of all 28 atoms, in Å:
O 2.9770 1.5330 0.4989
O 0.8159 0.9328 1.3844
N -1.4300 0.6577 -0.3111
N 1.8287 -2.6575 1.8821
C -1.7876 2.6026 -2.0798
C 1.4046 -1.5967 1.1082
C 1.3466 -3.4115 -0.1849
C 1.8296 -3.7666 1.0309
C -2.7977 0.5541 0.1304
C -1.2947 2.0976 -0.7673
C 2.0628 0.9476 0.9666
C 1.0526 -2.0123 -0.1995
C 1.6475 -0.2850 1.6831
C -0.2974 2.4659 -1.8582
H -2.8980 -0.5538 0.2773
H -0.6833 0.4632 0.3501
H 1.1505 -4.0720 -0.9694
H 2.1738 -4.7861 1.3666
H -3.0429 1.0683 0.9672
H -3.3863 1.0329 -0.7108
H -2.2877 3.5809 -2.1405
H 0.0148 1.6077 -2.4637
H 2.0121 -0.2753 2.7340
H -2.2092 1.9795 -2.8615
H 0.7634 -1.4439 -1.0565
H -1.6659 2.6640 0.2152
H 0.3450 3.3028 -1.7332
H 2.3559 -2.6300 2.7414

Question: The lowest strongest force on any atom belongs to which entry?
Answer: C10H14N2O2

Question: Number 1 is which compound?
Answer: C21H35BHfO2P2

Question: What is the formula in the second record?
Answer: C10H14N2O2

Question: strongest force on any atom of number 2 (C10H14N2O2)?
Answer: 0.0860 Eh/bohr